Here is a molecular structure, C24H43AuCl2N4O4SeSi in a non-equilibrium geometry from the Open Molecules 2025 dataset. Energies are from ωB97M-V/def2-TZVPD.

Last column: Löwdin spin population.
Cartesian coordinates (Å):
H1 -0.816 -4.892 3.054  0.00
H2 1.939 6.280 -2.472  0.00
O1 0.007 -0.900 -1.069  0.16
H3 -1.468 -1.728 2.010  0.00
C1 1.051 3.032 4.296  0.02
O2 3.342 -0.121 0.454  0.00
C2 -0.569 -2.910 -5.003  0.00
Cl1 -0.665 4.001 -3.373  0.01
C3 -0.952 4.475 3.818  0.00
N1 -0.101 3.341 3.457  0.00
H4 -1.267 4.267 -0.037  0.00
C4 2.965 -2.359 -2.344  0.00
Cl2 -0.188 2.127 -0.939  0.13
C5 -1.060 -3.042 -0.655  0.00
H5 1.968 -2.657 -2.707  0.00
H6 -3.105 -5.594 0.306  0.00
H7 -0.884 -6.731 0.545  0.00
C6 -0.432 2.499 2.498  0.01
H8 1.075 -3.060 -0.642  0.00
C7 1.275 -3.046 3.532  0.00
C8 -0.705 -2.811 -3.525  0.01
H9 -1.420 4.326 4.801  0.00
Si1 -0.380 5.560 -1.976  0.00
C9 -2.179 -5.048 0.094  0.00
H10 -1.055 7.977 -2.281  0.00
C10 3.418 -1.082 -0.307  0.00
H11 -1.420 2.575 2.029  0.00
H12 -1.729 4.588 3.053  0.00
C11 1.458 5.734 -1.645  0.00
Au1 0.088 0.392 0.499  0.53
H13 1.839 -2.152 3.258  0.00
H14 -2.054 -3.601 3.009  0.00
H15 -0.363 5.397 3.876  0.00
H16 1.662 -0.149 -2.913  0.00
H17 1.556 3.964 4.561  0.00
H18 -1.988 6.893 -3.325  0.00
H19 1.939 4.751 -1.546  0.00
H20 3.927 -2.031 -0.037  0.00
H21 -1.300 -3.624 -5.407  0.00
C12 -0.409 -1.906 2.252  0.00
H22 -2.025 -1.127 -1.011  0.00
H23 -0.312 7.313 -3.740  0.00
O3 0.527 -1.159 1.801  0.07
H24 1.718 2.368 3.746  0.00
H25 1.221 -5.415 0.176  0.00
H26 -1.436 0.396 -2.954  0.00
C13 0.242 -4.959 0.020  0.00
H27 -1.264 6.012 0.303  0.00
N2 -2.250 -0.613 4.397  0.18
C14 -2.242 -3.719 -0.340  0.00
N3 2.880 -1.143 -1.559  0.00
C15 0.173 -3.640 -0.431  0.00
H28 1.747 -3.938 3.095  0.00
C16 -1.160 -1.735 -2.866  0.00
H29 3.608 -2.216 -3.228  0.00
H30 1.651 6.298 -0.720  0.00
H31 -1.293 -0.410 -4.543  0.00
H32 -2.798 -0.547 -3.616  0.00
C17 -1.126 -1.675 -1.349  0.01
N4 -0.100 -2.903 3.055  0.00
C18 -1.445 5.259 -0.473  0.00
C19 -0.936 -5.676 0.249  0.00
H33 0.721 2.521 5.213  0.01
H34 -0.731 -1.947 -5.501  0.00
O4 0.401 1.579 2.164  0.06
C20 -1.094 -3.904 3.439  0.00
H35 2.273 0.866 -1.573  0.00
H36 3.377 -3.162 -1.717  0.00
H37 1.266 -3.153 4.620  0.00
H38 -2.507 5.324 -0.759  0.00
C21 -1.697 -0.505 -3.527  0.00
H39 3.366 0.373 -2.916  0.00
Se1 0.330 -0.123 5.791  0.71
C22 2.526 0.064 -2.273  0.00
H40 -0.458 -3.712 -2.962  0.00
H41 0.428 -3.273 -5.294  0.00
C23 -1.217 -0.408 4.938  0.07
H42 -3.192 -3.189 -0.479  0.00
H43 -1.180 -3.938 4.530  0.00
C24 -0.992 7.085 -2.911  0.00

Kohn-Sham gap (alpha / beta)   0.216 / 0.140 Eh
ΔE to the lowest compared entry with this formula, charge and spin   0.00 kcal per mole
Spin multiplicity   3
LUMO energy (alpha / beta)   -0.1 / -3.9 eV
<S²>   2.0174
HOMO energy (alpha / beta)   -5.97 / -7.73 eV